Record 1
The following is a DFT calculation (the ωB97M-V functional and the def2-TZVPD basis) of one molecule with the formula C6H16N2 at a distorted geometry.

Summary:
- SMILES = CCNCCNCC
- energy above the lowest of the compared OMol25 structures with the same formula, charge and spin (kJ/mol) = 149.2
- E (Ha) = -347.66798
- total charge = 0
- 2S+1 = 1

```
24
Properties=species:S:1:pos:R:3:forces:R:3
C -0.23819 -0.22027 0.68439 0.8701 1.6731 -0.8918
N -1.62291 -0.29774 1.06811 -0.2506 -0.0106 0.0554
C -2.01727 -0.91993 2.31808 -0.6733 -0.4101 0.1093
C -2.07253 -2.46869 2.28266 0.4688 0.5632 1.4179
C -0.03104 0.91858 -0.35876 -0.2692 -0.8470 -0.6851
N 1.35343 1.06252 -0.77132 0.6186 0.7085 -0.0360
C 1.52327 1.71481 -2.07599 0.8930 0.1883 0.6863
C 2.82645 1.22913 -2.72809 -0.8207 -0.3937 0.2250
H 0.38205 0.09662 1.52682 -0.1732 -0.3241 0.2441
H 0.26465 -1.04420 0.18051 -0.2890 -0.9699 0.3888
H -2.18480 -0.71615 0.34102 0.0351 0.1476 -0.2639
H -1.46358 -0.53590 3.18005 0.5983 -0.1615 -0.4195
H -3.02701 -0.57197 2.57101 -0.0160 0.0267 -0.3030
H -1.29717 -2.88848 1.63994 -0.0810 -0.0768 0.1418
H -3.04995 -2.85453 2.04314 -0.3233 0.0261 -0.6688
H -1.94617 -2.80152 3.32627 0.3415 -0.2250 -0.3675
H -0.52417 0.68821 -1.33306 -0.7531 -0.0924 0.8173
H -0.49402 1.82897 0.05170 0.4515 -0.0086 -0.2057
H 1.99996 0.28957 -0.69496 -0.6468 -0.3871 0.2820
H 0.69735 1.48729 -2.74114 -0.4623 0.1920 -0.1483
H 1.58978 2.77994 -1.82594 -0.2784 0.0939 -0.7415
H 3.62265 1.49786 -2.02704 0.2611 -0.5355 -0.4219
H 3.03307 1.57266 -3.73858 -0.0764 0.7587 0.1456
H 2.67615 0.15320 -2.91882 0.5752 0.0642 0.6394
```
Forces are in eV/Å.

Mulliken atomic charge list, values in e, 2 entries: number 1, C, carries -0.61; number 2, N, carries -0.27

Record 2
The following is a DFT calculation (the ωB97M-V functional and the def2-TZVPD basis) of C19H21Cl2InN4O2P as an isolated structure at a distorted geometry.

Summary:
- energy above the lowest of the compared OMol25 structures with the same formula, charge and spin (kJ/mol) = 0.0
- E (Ha) = -2557.77835
- total charge = +1
- 2S+1 = 1

```
50
Properties=species:S:1:pos:R:3:forces:R:3
In -0.76112 0.28711 0.11914 -1.3077 1.5510 0.8518
C 1.19057 3.20839 2.94227 -1.0097 0.1964 -0.1349
C 0.53125 4.42275 2.60732 0.6411 -0.7091 -0.3177
C -0.37174 4.45967 1.53909 0.1783 -1.2436 0.8108
C -0.67820 3.22448 0.90368 1.1435 0.4809 0.9165
N -0.00469 2.09666 1.22446 -0.1307 -0.2779 0.4393
C 0.83346 2.03700 2.26996 0.5951 1.4034 0.2670
C -1.73596 3.06811 -0.07658 -1.3949 1.2740 -1.4790
C -2.50162 4.23275 -0.46879 1.2247 -1.4984 0.4279
C -3.43408 4.11426 -1.45673 -0.7184 -0.1839 -0.9615
C -3.67095 2.86509 -2.09446 -0.6672 1.1601 0.4138
C -2.98279 1.75060 -1.67268 0.1030 0.0582 -0.3544
C -2.00211 1.83581 -0.69224 0.2923 0.1292 0.5294
H 1.88473 3.18559 3.77675 -0.1345 -0.0850 -0.1564
H 0.78177 5.30372 3.21046 -0.2564 -0.2364 -0.4832
H -0.90689 5.36773 1.29101 0.1733 -0.1775 0.0591
H 1.22908 1.07270 2.60282 -0.1832 0.2518 -0.4494
H -2.30341 5.20439 -0.03363 -0.1156 -0.1567 -0.0072
H -3.97331 5.02305 -1.76130 0.1319 -0.6264 0.0357
H -4.46474 2.79248 -2.85411 0.5899 0.0139 0.3430
H -3.17888 0.81645 -2.16794 -0.1028 -0.3053 -0.0095
Cl -3.60643 -1.73913 0.39149 0.2514 0.3696 0.2901
C -3.27709 -1.45827 2.15802 -0.1177 -0.1924 -0.3324
Cl -4.15390 -0.12299 2.84051 0.0535 0.6725 -0.2125
C -1.76397 -1.45639 2.35481 0.5582 -1.2873 1.3122
O -1.31696 -2.49093 2.83008 -0.1084 0.6546 -0.5789
O -1.05400 -0.40179 2.10322 -0.1318 0.2280 -1.2244
H -3.65180 -2.31223 2.67816 -0.0943 -0.6526 -0.0525
C 3.59418 -2.24229 -1.64556 1.2453 0.3328 -0.6280
N 3.29327 -2.36996 -0.21428 -0.8553 -0.0634 -0.6741
C 2.61024 -3.65889 -0.00460 0.8163 -0.3287 1.4335
N 1.45930 -3.89423 -0.84353 -0.4981 0.5888 -0.0412
C 1.92147 -3.76845 -2.22260 -1.7072 -0.3260 -1.0248
N 2.48610 -2.48199 -2.59177 -0.0680 0.5492 1.3773
C 1.46658 -1.42253 -2.47575 0.8446 0.7264 -0.2913
P 0.86479 -1.29291 -0.74903 0.1026 -0.7097 -0.2348
C 2.42260 -1.29040 0.22212 1.0291 1.3461 -0.1377
C 0.28651 -3.01281 -0.54778 1.2513 -0.7049 0.1188
H 4.37290 -3.00659 -1.89255 -0.4654 0.7843 0.2085
H 3.96438 -1.21022 -1.82823 0.1079 -0.7108 0.0794
H 2.37605 -3.72066 1.07898 -0.1689 -0.0950 -0.6457
H 3.35910 -4.43553 -0.21316 -0.2851 0.0773 0.0042
H 1.06278 -3.90215 -2.90876 0.3129 -0.3762 0.3680
H 2.64360 -4.55671 -2.38860 0.2410 -0.0748 -0.1765
H 0.63921 -1.59216 -3.14712 -0.3785 -0.3158 -0.1672
H 1.88040 -0.45350 -2.78563 0.1550 -0.2361 0.0759
H 2.22057 -1.37156 1.29423 -0.1288 -0.0095 -0.0970
H 2.95134 -0.29327 0.04656 -0.6981 -1.1447 0.2441
H -0.51692 -3.27704 -1.23786 -0.0821 0.1889 0.1721
H -0.01466 -3.13325 0.49015 -0.2336 -0.3095 0.0939
```
Forces are in eV/Å.

Mulliken atomic charge list, values in e, 2 entries: number 1, In, carries 1.74; number 2, C, carries -0.82

Record 3
The following is a DFT calculation (the ωB97M-V functional and the def2-TZVPD basis) of a 3-piece molecular cluster, C20H42BO7PS3 overall at a distorted geometry.

Summary:
- SMILES = COCCCCCCCCB(COC(C)=O)[PH2]=S.O=S1(=O)CCCC1.O=S1(=O)CCCC1
- E (Ha) = -2874.40629
- total charge = 0
- 2S+1 = 1

```
74
Properties=species:S:1:pos:R:3:forces:R:3
C -3.11801 0.86090 3.17807 -0.3991 -0.4771 0.5015
O -2.32015 1.96882 3.79743 -0.1935 -1.1160 -2.8025
C -1.76086 2.74115 2.64939 -0.8368 1.4837 0.2500
C -0.39663 3.57348 3.01562 0.5797 -0.3656 -0.2436
C 0.96431 2.60921 3.11483 -0.5202 0.7106 -0.7409
C 1.11464 1.89649 1.64623 0.3822 0.2467 0.0603
C 2.62330 1.35865 1.28605 -0.2344 -0.5632 -1.2539
C 2.51977 0.73268 -0.26147 -1.0172 0.2439 1.2798
C 1.82953 -0.76605 -0.07303 1.6711 -0.0133 -0.7766
C 0.83629 -1.19581 -1.30552 0.0216 -1.1293 -0.1915
B -0.63144 -0.45435 -1.31041 1.4840 0.4403 0.2894
C -0.91235 1.16539 -1.41556 -2.3687 0.3954 -0.3030
O -0.15767 1.79898 -2.52722 -1.3675 3.1954 1.2233
C -0.45595 3.23537 -2.63609 5.4114 3.9374 -0.6879
C -1.94746 3.92191 -2.65803 -0.1904 0.1257 0.1284
O 0.60282 4.08097 -2.77540 -6.8319 -5.7817 0.8089
P -2.21195 -1.59389 -1.22524 -0.9542 0.0551 -0.3613
S -2.62440 -2.04565 -3.11273 0.5265 0.3289 0.2194
H -3.84711 1.29427 2.35815 1.5190 -0.8838 1.4882
H -3.79546 0.31535 3.98945 1.6486 1.4527 -1.5322
H -2.39099 0.03363 2.73237 -1.4652 1.8083 0.7162
H -2.59327 3.55374 2.38807 1.6956 -1.6067 0.3561
H -1.68410 2.04297 1.71325 0.2920 1.2956 1.7543
H -0.50164 4.23084 3.98749 -0.1033 -1.5061 -1.8934
H -0.20716 4.33258 2.11501 -0.4692 -1.6525 1.8878
H 0.90775 1.83164 3.99404 0.0065 1.5163 -1.8206
H 1.88226 3.32665 3.30965 -1.7959 -1.4913 -0.4053
H 0.32309 1.02149 1.56725 1.7752 1.5874 0.1929
H 0.81066 2.67007 0.78991 0.7037 -1.4492 1.9126
H 3.44410 2.20072 1.24601 -1.8151 -1.4064 0.4342
H 2.96002 0.49106 2.00559 -0.5586 1.8598 -1.2336
H 3.54951 0.71200 -0.81644 -1.9942 -0.1776 1.1274
H 1.80374 1.46995 -0.83774 1.4618 -1.5937 0.8789
H 1.36545 -0.87018 0.99866 0.6013 0.2577 -2.2206
H 2.74651 -1.53004 -0.10176 -2.0893 1.5151 0.1450
H 1.35920 -1.01796 -2.34808 -0.8443 -0.1807 2.1064
H 0.68920 -2.37827 -1.22843 0.2536 2.4667 -0.2409
H -2.06270 1.29919 -1.70446 2.2256 -0.3161 0.7266
H -0.79269 1.74097 -0.38371 0.0753 -1.2635 -2.0748
H -2.30808 4.08366 -3.77564 0.9723 -0.5819 2.3243
H -2.77069 3.32770 -2.07616 1.7044 0.9650 -1.2230
H -1.88074 5.00016 -2.16860 0.2091 -2.4587 -1.0631
H -2.00691 -2.79079 -0.45028 -0.1765 0.8590 0.0257
H -3.37106 -0.85722 -0.70918 1.0668 -0.7135 0.2239
C -5.23488 -5.24459 -5.87299 0.1343 -0.0646 -0.1955
C -6.33031 -6.28785 -5.65799 -0.2277 -0.0330 -0.3084
C -6.14704 -6.86275 -4.25443 -0.3470 -0.6024 -0.2659
S -5.37410 -5.57672 -3.28472 0.0317 0.3842 0.3233
O -4.04789 -6.01834 -2.90753 -0.5058 0.1135 0.1407
O -6.32737 -5.07068 -2.31743 0.5303 -0.2863 -0.0573
C -5.22014 -4.39583 -4.61040 0.1217 0.3573 -0.4486
H -5.42163 -4.63719 -6.76339 0.0563 -0.0789 0.1315
H -4.26758 -5.74509 -6.00051 -0.0948 0.1143 0.0197
H -7.31271 -5.80611 -5.73393 0.1417 -0.0587 0.0146
H -6.29228 -7.07665 -6.41579 -0.0400 0.1057 0.1348
H -7.10465 -7.13282 -3.80215 0.2692 0.0505 0.1105
H -5.48035 -7.72943 -4.26083 -0.0341 0.1918 0.1182
H -4.30181 -3.81828 -4.49168 -0.1460 -0.1045 0.2251
H -6.08996 -3.73333 -4.57106 0.1160 -0.0977 0.0945
C 7.42137 1.53868 2.65863 0.0229 -0.0194 -0.2800
C 6.80936 2.86714 3.10049 0.1996 0.2934 -0.1155
C 5.57671 2.54618 3.94406 -0.2283 0.6511 -0.2029
S 5.88037 0.94921 4.68511 0.0380 -0.1295 0.5073
O 4.92596 0.00277 4.14707 0.1858 0.2156 0.3484
O 6.08810 1.11628 6.10968 -0.3460 -0.2890 -0.5168
C 7.45723 0.66638 3.90464 0.4880 -0.1499 -0.2719
H 8.42020 1.67319 2.23333 -0.1508 -0.0468 0.0495
H 6.78660 1.07541 1.89386 0.1010 0.0129 0.0943
H 7.53719 3.42036 3.70642 -0.0996 -0.0853 -0.0864
H 6.54875 3.49728 2.24440 0.0311 -0.0758 0.1549
H 5.42353 3.28870 4.73129 -0.0944 -0.2811 -0.0325
H 4.67812 2.46763 3.32597 0.0846 -0.1246 0.1618
H 7.57930 -0.39511 3.68259 -0.1330 0.0850 0.1801
H 8.23722 0.99911 4.59598 -0.1665 -0.0668 -0.0203
```
Forces are in eV/Å.

Mulliken atomic charge list, values in e, 2 entries: number 1, C, carries -0.49; number 2, O, carries -0.37

Record 4
The following is a DFT calculation (the ωB97M-V functional and the def2-TZVPD basis) of a 2-piece molecular cluster, C7H21PSi2 overall at a distorted geometry.

Summary:
- E (Ha) = -1199.51170
- total charge = 0
- 2S+1 = 1

```
31
Properties=species:S:1:pos:R:3:forces:R:3
C -2.01379 1.63717 1.77075 0.8462 1.5338 0.5044
C -1.08152 -1.22303 2.57214 -2.7849 0.6292 0.6496
C 0.78036 1.00871 2.90724 -0.0875 -0.1654 -0.0598
C -0.21585 -0.77506 -3.34366 -0.6324 -2.8078 -1.2941
C 1.98484 -2.33331 -1.99526 0.1394 -0.1775 -0.7500
C -1.00920 -2.84683 -1.13866 2.7881 -0.2044 3.3382
C 2.55893 3.62240 -0.09178 2.0916 -2.9305 -4.3347
Si -0.57760 0.39076 1.76941 -0.4685 -0.0588 1.0041
Si 0.30957 -1.48408 -1.71398 -0.7310 -2.3774 0.0306
P 0.62384 0.07185 -0.16087 0.2282 0.8635 0.2425
H -2.58813 1.46367 2.68564 0.1256 -0.1461 0.0727
H -1.68784 2.73024 1.84002 -0.0635 -1.4371 -0.1065
H -2.72404 1.62845 0.97440 -0.3973 -0.3464 -0.7732
H -0.63992 -1.35833 3.56889 0.2988 -0.1362 -0.5832
H -2.23410 -1.20974 2.80548 1.9806 -0.2655 -0.7885
H -0.84118 -1.96401 1.83318 -0.0575 -0.9523 0.2049
H 0.60504 1.74207 3.71498 -0.1481 -0.6258 -0.3347
H 1.41477 0.15633 3.19662 -0.3304 0.3045 0.2795
H 1.33384 1.48121 2.14160 1.2978 1.1674 -0.5631
H -0.00118 -1.50060 -4.24883 0.0080 1.4231 1.8549
H -1.29474 -0.74827 -3.32243 -0.4915 0.5187 -0.0636
H 0.19972 0.17219 -3.48715 0.5590 1.5179 -0.5839
H 2.51787 -2.16051 -2.98617 -1.0470 -0.2364 1.0733
H 2.67102 -1.98266 -1.25309 0.5877 0.1187 0.6181
H 1.83489 -3.41311 -1.81145 0.2016 0.3835 -0.2821
H -1.94275 -2.39087 -0.96545 -1.2257 0.7653 0.3611
H -1.20876 -3.72354 -1.68859 0.1294 -0.8960 -1.2862
H -0.67977 -3.35185 -0.03585 -0.7078 1.6169 -2.7791
H 2.74477 3.94246 0.82693 0.5004 1.4874 3.7644
H 3.37813 2.98303 -0.59497 -1.4685 1.2508 0.8968
H 1.61939 3.58868 -0.55432 -1.1405 0.1829 -0.3122
```
Forces are in eV/Å.

Mulliken atomic charge list, values in e, 2 entries: number 1, C, carries -1.11; number 2, C, carries -0.79

Record 5
The following is a DFT calculation (the ωB97M-V functional and the def2-TZVPD basis) of a 2-piece molecular cluster, C3H9NO2S overall at a distorted geometry.

Summary:
- energy above the lowest of the compared OMol25 structures with the same formula, charge and spin (kJ/mol) = 460.6
- E (Ha) = -722.99292
- total charge = 0
- 2S+1 = 1

```
16
Properties=species:S:1:pos:R:3:forces:R:3
C 1.27304 -1.28018 -0.96638 2.4709 -3.1086 0.4403
C 1.90420 0.64262 0.34144 -3.0486 -3.4006 0.8721
C 2.17420 -0.83062 -0.09159 -2.9946 3.2816 -0.1692
N 1.01867 1.23382 -0.66192 2.7886 2.7674 0.9355
O -2.07304 0.57224 0.08386 1.3910 -0.0882 -0.4992
O -4.30669 0.18769 0.76315 1.0956 -1.2695 1.8391
S -2.91086 -0.59285 0.27134 -0.9966 0.6527 1.8099
H 1.44370 -2.28749 -1.39908 -0.3296 0.6284 0.2059
H -4.97416 0.36076 0.12243 -0.5536 -0.1891 -1.3218
H 0.40267 -0.77750 -1.27092 -0.6377 0.5735 -0.2766
H 1.56505 0.77801 1.43549 -0.2743 -0.7948 -1.2357
H 2.80771 1.09736 0.45912 2.6324 1.8205 -0.8155
H 3.07028 -1.18574 0.29536 1.2456 -1.5086 0.2096
H 0.05840 1.01617 -0.71384 -1.0414 -0.6151 0.8098
H 1.10782 2.19140 -0.32472 -0.8584 0.3708 -0.9389
H -2.56097 -1.12569 1.65628 -0.8894 0.8796 -1.8653
```
Forces are in eV/Å.

Mulliken atomic charge list, values in e, 2 entries: number 1, C, carries -0.67; number 2, C, carries -0.44

Record 6
The following is a DFT calculation (the ωB97M-V functional and the def2-TZVPD basis) of C12H26NO3PSn as an isolated structure at a distorted geometry.

Summary:
- energy above the lowest of the compared OMol25 structures with the same formula, charge and spin (kJ/mol) = 0.0
- E (Ha) = -1307.02721
- total charge = +4
- 2S+1 = 1

```
44
Properties=species:S:1:pos:R:3:forces:R:3
Sn -0.27671 -0.16066 1.95093 -0.8699 -0.9211 1.6035
C 2.01668 -1.18014 1.76866 3.2024 -3.3879 2.0606
O 2.82343 -1.93111 2.08490 -2.7882 2.9105 -1.4498
C -1.12994 -2.74383 1.76869 -1.5679 -4.0440 -0.2265
O -1.53352 -3.81329 1.64651 1.6593 4.4230 0.5111
C -2.93574 0.19513 1.94820 -4.4500 0.4363 1.2539
O -4.06554 0.32285 2.11760 4.6211 -0.5062 -0.8361
C 1.11217 -1.27275 -1.50508 0.5965 -2.0101 1.8447
P 0.00288 -0.11093 -0.58356 0.7907 2.4849 -4.6454
H 0.61688 2.04678 -1.45542 -0.2519 -0.3127 0.2085
H 2.08212 -1.19873 -0.99349 -0.0730 0.2416 -0.2161
C -1.45965 0.22074 -1.68527 -1.6805 0.3418 0.8608
H -1.01106 0.44987 -2.66749 0.6093 -0.1740 0.3625
C 1.21364 -0.85881 -2.96845 -0.5866 0.9384 -0.2586
H 1.47076 0.19757 -3.06226 0.0909 -0.0626 -0.3221
H 0.26669 -1.05212 -3.48067 0.2590 -0.0452 -0.0711
H 2.00783 -1.45624 -3.44268 -0.0614 -0.0068 0.3259
C 0.64972 -2.72566 -1.34718 -0.1015 -0.6697 -0.3818
H -0.23901 -2.93170 -1.94320 0.0674 -0.0087 0.0203
C 0.35319 2.40741 0.64894 -0.0984 -0.2123 -1.2034
H 0.42180 -3.03245 -0.32137 0.2266 0.0820 -0.0088
H 1.42737 -3.40864 -1.72484 -0.1478 0.2965 0.1622
C 2.42124 1.36154 -0.43006 -0.3204 -0.0980 -0.0715
H 0.62685 1.99398 1.63892 0.4046 -0.3691 0.7069
H 0.89351 3.35653 0.66106 -0.1593 0.1273 0.1643
H -0.71468 2.59402 0.64123 -0.2231 0.1590 -0.1225
C 0.88237 1.53934 -0.50513 0.4533 -0.0977 1.1518
H 2.87180 2.32822 -0.15814 0.0124 -0.3672 -0.2023
H 2.81781 1.02009 -1.40165 0.0250 0.2299 0.5425
H 2.68509 0.61979 0.34662 0.1758 0.4663 -0.3282
C -2.25253 1.47631 -1.26430 0.2875 0.1801 0.2090
H -2.65260 1.37779 -0.24072 -0.0329 0.0993 -0.4122
H -3.10916 1.59926 -1.94584 0.2863 -0.0571 0.2095
H -1.64749 2.39593 -1.31753 -0.3560 -0.3074 -0.0637
C -2.36585 -0.99382 -1.81587 0.0242 -0.3346 -0.0325
H -2.73019 -1.32888 -0.84102 -0.1972 0.0246 -0.0316
H -1.85537 -1.83132 -2.28362 -0.1448 -0.0357 -0.0954
H -3.22848 -0.73498 -2.43636 0.0802 -0.0532 0.0853
H 1.98081 3.52840 2.40587 0.1019 -0.0140 0.4225
H 1.76919 3.25247 3.06855 0.1429 0.1606 -0.0786
N -0.08436 -0.39491 4.57558 -0.7115 0.4558 -2.6963
H -0.98686 -0.14500 5.00248 0.2734 -0.0448 0.0953
H 0.61101 0.32846 4.67255 0.3630 0.3546 0.8268
H 0.25393 -1.30654 4.87394 0.0685 -0.2720 0.1266
```
Forces are in eV/Å.

Mulliken atomic charge list, values in e, 2 entries: number 1, Sn, carries 0.93; number 2, C, carries 0.26

Which value of total charge does entry 6 give? +4